Entry 1:
Formula: C31H31AsMoN7
Source: the OMol25 dataset
Level of theory: ωB97M-V/def2-TZVPD

Structure (XYZ):
```
71
Properties=species:S:1:pos:R:3
Mo 0.274 0.294 -1.319
N 0.738 2.052 0.143
C -0.181 3.241 0.126
C -1.648 2.822 0.265
C -2.499 3.078 -0.979
C -1.983 2.382 -2.232
N -1.762 0.911 -2.022
H 0.756 1.705 1.106
H 1.683 2.411 0.007
H -0.009 3.776 -0.808
H 0.092 3.914 0.937
H -2.109 3.335 1.108
H -1.684 1.759 0.511
H -2.546 4.148 -1.186
H -3.523 2.755 -0.773
H -1.038 2.817 -2.553
H -2.705 2.526 -3.037
H -1.884 0.447 -2.918
H -2.526 0.566 -1.439
N 2.794 2.570 -4.008
C 1.535 2.537 -3.565
N 1.384 1.633 -2.602
C 2.639 1.057 -2.431
C 2.996 0.052 -1.536
C 4.306 -0.379 -1.563
C 5.218 0.195 -2.467
C 4.870 1.200 -3.351
C 3.547 1.632 -3.313
H 3.138 3.185 -4.735
H 0.758 3.170 -3.963
H 2.245 -0.386 -0.842
H 4.653 -1.153 -0.893
H 6.234 -0.175 -2.469
H 5.592 1.620 -4.038
C -1.152 -5.484 1.011
C -0.199 -4.899 1.831
C 0.047 -3.534 1.758
C -0.675 -2.775 0.848
C -1.619 -3.357 0.004
C -1.861 -4.717 0.094
As -0.516 -0.841 0.827
C -2.046 -0.287 1.890
C -3.383 -0.340 1.536
C -4.339 0.048 2.465
C -3.942 0.493 3.720
C -2.600 0.540 4.067
C -1.628 0.147 3.154
C -0.174 0.089 3.402
C 0.473 0.405 4.592
C 1.848 0.249 4.701
C 2.603 -0.214 3.630
C 1.977 -0.524 2.431
C 0.600 -0.376 2.328
H -1.348 -6.545 1.090
H 0.358 -5.501 2.537
H 0.775 -3.078 2.416
H -2.177 -2.749 -0.702
H -2.604 -5.178 -0.544
H -3.693 -0.712 0.565
H -5.389 -0.006 2.213
H -4.691 0.793 4.440
H -2.309 0.880 5.053
H -0.097 0.760 5.441
H 2.337 0.483 5.638
H 3.670 -0.354 3.733
H 2.553 -0.912 1.597
N 0.041 -1.199 -2.433
C -0.046 -2.115 -3.246
N -0.220 -3.011 -4.000
C -0.042 -3.664 -5.122
N 0.109 -4.214 -6.124
```

<S²> = 2.063
Energy = -3886.1885 Eh
Net charge = +3
2S+1 = 3
HOMO energy (alpha / beta) = -16.23 / -16.23 eV


Entry 2:
Formula: C2H4OS2
Source: the OMol25 dataset
Level of theory: ωB97M-V/def2-TZVPD

Structure (XYZ):
```
9
Properties=species:S:1:pos:R:3
C -0.310 -0.924 -0.778
C -0.438 1.244 0.747
O 1.940 -1.264 0.182
S 1.302 -0.878 -1.068
S 0.943 1.537 1.512
H -1.337 1.023 1.293
H -0.641 -1.449 0.059
H -0.578 1.703 -0.140
H -0.882 -0.992 -1.807
```

Energy = -950.0923 Eh
Net charge = 0
HOMO energy = -8.71 eV


Entry 3:
Formula: C4H4N2OS
Source: the OMol25 dataset
Level of theory: ωB97M-V/def2-TZVPD

Structure (XYZ):
```
12
Properties=species:S:1:pos:R:3
O 1.352 -0.408 1.551
C 0.301 -0.133 0.786
C -0.911 0.259 1.409
N -2.028 0.543 0.755
N -2.047 0.461 -0.576
C -0.953 0.088 -1.223
C 0.272 -0.202 -0.598
S 1.704 -0.732 -1.512
H 2.093 -0.697 0.976
H -0.946 0.330 2.522
H -1.022 0.005 -2.333
H 2.186 0.487 -1.758
```

SMILES = Oc1cnncc1S
Energy = -737.7257 Eh
Net charge = 0
HOMO energy = -9.52 eV


Entry 4:
Formula: C29H46F15NO12P
Source: the OMol25 dataset
Level of theory: ωB97M-V/def2-TZVPD

Structure (XYZ):
```
104
Properties=species:S:1:pos:R:3
C 4.713 1.286 1.145
C 5.131 2.450 0.401
P 4.978 2.550 -1.504
C 4.896 2.470 -3.431
N 5.142 1.057 -3.880
C 3.044 2.823 -1.413
C 2.790 4.355 -1.808
C 1.264 4.732 -2.145
C 0.340 3.496 -2.559
O -1.003 3.986 -2.924
C -1.839 2.828 -2.867
C -2.443 2.491 -1.399
O -2.101 2.105 -3.866
H 5.250 0.270 1.048
H 3.851 1.428 1.887
H 5.603 3.316 1.010
H 4.728 1.113 -1.504
H 6.412 2.263 -1.613
H 5.211 3.977 -1.488
H 5.657 3.188 -3.925
H 3.857 2.775 -3.854
H 4.319 0.504 -3.584
H 5.099 1.096 -4.920
H 2.608 2.058 -2.139
H 2.718 2.613 -0.324
H 3.084 4.980 -0.880
H 3.472 4.741 -2.650
H 1.297 5.430 -3.069
H 0.729 5.334 -1.331
H 0.785 3.075 -3.541
H 0.330 2.630 -1.818
H -3.322 1.776 -1.485
H -2.722 3.514 -0.948
H -1.562 2.088 -0.795
C -3.119 -1.050 3.542
C -2.147 -1.517 2.477
O -1.238 -0.464 2.123
C -0.180 -0.294 2.942
O 0.030 -0.957 3.924
C 0.723 0.819 2.419
F 0.029 1.910 2.022
F 1.445 0.422 1.355
F 1.608 1.251 3.338
H -3.635 -0.142 3.219
H -3.860 -1.823 3.754
H -2.597 -0.806 4.471
H -2.695 -1.776 1.571
H -1.603 -2.412 2.791
C 0.801 3.794 5.178
C -0.303 4.171 4.212
O -1.395 4.797 4.908
C -1.252 6.110 5.174
O -0.287 6.763 4.873
C -2.500 6.652 5.867
F -2.943 5.837 6.847
F -3.526 6.805 5.003
F -2.297 7.854 6.437
H 0.407 3.172 5.986
H 1.593 3.248 4.664
H 1.239 4.680 5.644
H -0.702 3.269 3.747
H 0.065 4.813 3.407
C -3.357 -3.477 -3.974
C -4.457 -4.273 -3.294
O -4.645 -3.816 -1.944
C -5.413 -2.719 -1.794
O -5.928 -2.123 -2.703
C -5.569 -2.375 -0.315
F -4.400 -2.445 0.359
F -6.421 -3.215 0.310
F -6.046 -1.134 -0.117
H -2.437 -3.512 -3.384
H -3.153 -3.869 -4.969
H -3.634 -2.424 -4.068
H -4.166 -5.323 -3.233
H -5.391 -4.232 -3.851
C 7.790 -2.259 5.499
C 8.105 -0.900 6.092
O 7.299 0.118 5.482
C 6.048 0.251 5.968
O 5.590 -0.422 6.855
C 5.323 1.396 5.265
F 5.499 1.377 3.932
F 5.757 2.603 5.693
F 3.993 1.375 5.473
H 7.897 -2.237 4.411
H 8.458 -3.022 5.905
H 6.760 -2.553 5.712
H 9.146 -0.642 5.886
H 7.981 -0.895 7.179
C -7.339 -8.972 -8.002
C -6.315 -9.199 -6.907
O -5.380 -8.110 -6.854
C -5.786 -7.016 -6.178
O -6.857 -6.910 -5.640
C -4.682 -5.962 -6.158
F -4.100 -5.798 -7.363
F -3.693 -6.289 -5.299
F -5.132 -4.746 -5.785
H -6.844 -8.798 -8.961
H -8.001 -9.835 -8.096
H -7.949 -8.090 -7.794
H -5.736 -10.099 -7.127
H -6.791 -9.351 -5.935
```

Energy = -3929.3897 Eh
Net charge = -1
HOMO energy = -2.96 eV


Entry 5:
Formula: C4H6N2O2
Source: the OMol25 dataset
Level of theory: ωB97M-V/def2-TZVPD

Structure (XYZ):
```
14
Properties=species:S:1:pos:R:3
C -1.897 -1.094 -1.105
N -0.518 -0.552 -1.348
C 0.281 0.067 -0.411
C 0.245 0.091 0.989
C 1.431 0.948 1.205
O 1.616 1.500 2.341
N 2.141 1.123 0.102
O 1.303 0.732 -0.917
H -2.287 -0.429 -0.369
H -1.944 -2.109 -0.631
H -2.483 -0.967 -2.002
H 0.177 -0.916 -2.017
H -0.655 0.284 1.564
H 2.590 1.321 2.599
```

SMILES = CNc1cc(O)no1
Energy = -415.9109 Eh
Net charge = 0
HOMO energy = -8.44 eV


Entry 6:
Formula: C5H10N2
Source: the OMol25 dataset
Level of theory: ωB97M-V/def2-TZVPD

Structure (XYZ):
```
17
Properties=species:S:1:pos:R:3
C 2.514 1.902 -1.371
N 2.351 0.817 -0.754
C 1.079 0.218 -0.710
C 0.062 0.547 0.079
C -1.318 -0.042 -0.071
C -1.787 -1.071 1.000
N -0.762 -2.041 1.352
H 1.730 2.503 -1.845
H 3.526 2.282 -1.428
H 1.112 -0.739 -1.226
H 0.117 1.512 0.583
H -1.405 -0.488 -1.063
H -2.050 0.764 -0.017
H -2.585 -1.634 0.530
H -2.186 -0.499 1.828
H -0.477 -2.072 2.318
H 0.079 -1.959 0.793
```

SMILES = C=N/C=C/CCN
Energy = -305.9573 Eh
Net charge = 0
HOMO energy = -8.88 eV


Entry 7:
Formula: C14H25N3O3S
Source: the OMol25 dataset
Level of theory: ωB97M-V/def2-TZVPD

Structure (XYZ):
```
46
Properties=species:S:1:pos:R:3
C 3.489 2.275 0.776
C 2.752 1.748 -0.420
C 3.484 0.869 -1.391
C 3.358 -0.618 -0.989
C 1.914 -1.090 -0.854
C 1.656 -1.046 0.659
C 0.820 -2.234 1.163
O -0.369 -2.401 0.445
C -1.312 -1.349 0.587
C -2.652 -1.845 0.049
C -3.621 -0.715 -0.308
C -4.904 -1.305 -0.889
C -3.945 0.159 0.901
O 2.935 -1.059 1.285
C 3.923 -0.823 0.414
O 5.074 -0.762 0.734
N 1.515 1.937 -0.663
N 0.725 2.629 0.186
C -0.621 2.675 0.001
N -1.100 2.070 -1.103
S -1.577 3.389 1.137
H 4.512 1.914 0.790
H 3.503 3.366 0.760
H 3.004 1.958 1.702
H 3.056 0.989 -2.388
H 4.540 1.136 -1.418
H 3.936 -1.212 -1.700
H 1.220 -0.444 -1.387
H 1.793 -2.112 -1.214
H 1.160 -0.113 0.953
H 0.623 -2.100 2.237
H 1.388 -3.158 1.022
H -0.988 -0.469 0.012
H -1.392 -1.062 1.643
H -2.440 -2.436 -0.844
H -3.111 -2.509 0.783
H -3.148 -0.090 -1.075
H -5.586 -0.514 -1.192
H -5.405 -1.923 -0.148
H -4.687 -1.922 -1.758
H -4.324 -0.450 1.718
H -4.704 0.893 0.643
H -3.067 0.697 1.248
H 1.081 3.046 1.042
H -2.068 2.211 -1.333
H -0.443 1.800 -1.818
```

SMILES = C/C(C[C@@H]1C[C@@H](COCCC(C)C)OC1=O)=N\NC(N)=S
Energy = -1336.6479 Eh
Net charge = 0
HOMO energy = -8.51 eV


Entry 8:
Formula: C6H10O
Source: the OMol25 dataset
Level of theory: ωB97M-V/def2-TZVPD

Structure (XYZ):
```
17
Properties=species:S:1:pos:R:3
C -1.038 -0.999 1.723
C -0.781 -1.114 0.223
C 0.615 -0.667 -0.131
O 0.977 -0.821 -1.511
C 1.500 0.499 -1.628
C 0.376 1.450 -1.334
C 0.864 0.832 -0.102
H -0.990 0.042 2.066
H -0.300 -1.573 2.297
H -2.029 -1.386 1.974
H -1.498 -0.499 -0.335
H -0.902 -2.145 -0.118
H 1.362 -1.220 0.459
H 2.327 0.689 -0.897
H 0.614 2.495 -1.495
H -0.612 1.145 -1.663
H 1.273 1.398 0.734
```

SMILES = CC[C@H]1O[C@H]2C[C@H]21
Energy = -309.7148 Eh
Net charge = 0
HOMO energy = -8.46 eV